DFT (wB97M-V/def2-TZVPD) results for C4H8FNO as an isolated structure at a distorted geometry.

Computed properties:
E_HOMO, hartree: -0.33417
Energy relative to the best compared isomer or geometry (same formula, charge and spin), kcal/mol: 32.7

Atoms and positions in Å:
C1 -1.00 0.29 0.02
C2 -2.14 -0.82 -0.23
C3 0.08 -0.22 0.90
C4 1.80 0.02 0.12
N1 1.81 1.06 -0.80
O1 -0.98 1.27 -0.66
F1 2.29 -1.14 -0.36
H1 -1.64 -1.62 -0.60
H2 -2.85 -0.39 -1.01
H3 -2.77 -0.93 0.61
H4 0.36 0.49 1.65
H5 -0.25 -1.20 1.24
H6 2.34 0.27 1.10
H7 1.08 0.93 -1.48
H8 1.87 1.99 -0.49

natural (NBO) charges, unit e, in atom order: 0.586 -0.718 -0.598 0.437 -0.838 -0.571 -0.346 0.217 0.223 0.223 0.228 0.220 0.155 0.390 0.393